# C34H55FN2O10

A cluster of 4 separate species, C34H55FN2O10 in total at a distorted geometry (ωB97M-V with the def2-TZVPD basis set, the OMol25 dataset).

The geometry in ORCA input format:
```
! RIJCOSX wB97M-V def2-TZVPD def2/J DEFGRID3
* xyz 0 1
C 4.819 -3.535 0.627
C 4.863 -2.226 1.005
C 6.186 -1.575 1.318
O 7.062 -2.263 1.794
O 6.425 -0.246 1.099
C 5.976 0.209 -0.202
C 4.628 0.927 -0.048
C 4.200 1.745 -1.312
C 3.422 2.999 -0.820
C 1.931 2.716 -0.535
C 1.649 2.193 0.912
C 0.989 3.226 1.761
C 1.698 4.327 2.366
C 3.230 4.352 2.121
O 3.783 5.365 1.675
O 3.802 3.282 2.438
N 1.232 5.296 3.090
N -0.076 5.231 3.333
C -0.801 4.253 2.857
F -2.086 4.299 3.220
C -0.401 3.203 2.043
C -1.318 2.107 1.524
C -2.725 2.560 1.083
C -3.450 1.314 0.540
C -3.745 0.314 1.447
C -4.416 -0.827 1.084
C -4.767 -0.966 -0.251
C -4.479 -0.003 -1.191
C -3.800 1.175 -0.791
H 5.281 -3.892 -0.298
H 4.294 -4.279 1.235
H 3.923 -1.673 1.082
H 5.847 -0.642 -0.887
H 6.745 0.887 -0.583
H 3.813 0.218 0.170
H 4.699 1.583 0.833
H 3.588 1.131 -1.987
H 5.116 2.108 -1.801
H 3.471 3.760 -1.615
H 3.969 3.409 0.033
H 1.548 2.007 -1.277
H 1.389 3.665 -0.672
H 0.955 1.346 0.823
H 2.536 1.770 1.394
H -0.492 5.963 3.899
H -1.365 1.276 2.238
H -0.834 1.710 0.624
H -2.720 3.327 0.300
H -3.356 2.910 1.908
H -3.488 0.399 2.505
H -4.663 -1.583 1.824
H -5.284 -1.879 -0.549
H -4.771 -0.118 -2.233
H -3.517 1.971 -1.479
C 2.363 -2.352 6.461
O 3.427 -1.445 6.684
C 4.470 -1.569 5.724
C 4.369 -0.516 4.639
O 3.190 -0.675 3.857
C 2.144 0.194 4.252
H 1.498 -1.999 7.022
H 2.092 -2.415 5.405
H 2.637 -3.348 6.826
H 4.477 -2.574 5.291
H 5.414 -1.428 6.258
H 5.220 -0.631 3.961
H 4.415 0.490 5.064
H 2.327 1.197 3.847
H 2.038 0.252 5.338
H 1.211 -0.192 3.834
C -6.443 -3.150 -3.536
O -6.298 -3.960 -2.379
C -7.368 -4.883 -2.225
C -6.996 -6.267 -2.720
O -6.760 -6.283 -4.120
C -5.382 -6.223 -4.450
H -5.475 -2.700 -3.760
H -6.766 -3.728 -4.403
H -7.166 -2.352 -3.340
H -8.268 -4.518 -2.729
H -7.585 -4.943 -1.154
H -7.837 -6.941 -2.530
H -6.128 -6.654 -2.178
H -4.924 -7.210 -4.326
H -4.845 -5.494 -3.839
H -5.301 -5.928 -5.495
C -2.382 0.955 -4.326
O -1.532 1.390 -5.372
C -0.885 2.619 -5.075
C 0.533 2.404 -4.583
O 0.561 1.715 -3.339
C 0.816 0.326 -3.480
H -2.597 -0.104 -4.471
H -1.920 1.081 -3.345
H -3.324 1.515 -4.358
H -1.465 3.196 -4.348
H -0.848 3.194 -6.006
H 0.997 3.381 -4.417
H 1.129 1.873 -5.331
H 1.886 0.155 -3.639
H 0.252 -0.113 -4.306
H 0.516 -0.167 -2.555
*
```

- orbital gap (eV) = 6.94
- HOMO (eV) = -8.34
- molecular weight (g/mol) = 670.82


# C34H56AsCrNOSi4

A structure of composition C34H56AsCrNOSi4 at a distorted geometry (ωB97M-V with the def2-TZVPD basis set, the OMol25 dataset).

The geometry in ORCA input format:
```
! RIJCOSX wB97M-V def2-TZVPD def2/J DEFGRID3
* xyz 1 4
Cr -0.136 0.028 0.030
C -0.185 -2.157 -2.545
O 0.365 -1.241 -1.632
Si 1.897 -0.584 -1.964
C 1.719 0.187 -3.715
C 3.062 -2.064 -2.325
C 1.945 0.481 -0.373
Si 2.392 2.247 -1.038
C 0.827 2.692 -2.075
C 4.068 2.035 -1.951
C 2.628 3.979 -0.254
Si 2.975 -0.539 0.921
C 4.775 -0.827 0.330
C 3.258 -0.094 2.761
C 2.019 -2.205 1.124
H 0.165 -3.170 -2.323
H 0.106 -1.891 -3.561
H -1.274 -2.133 -2.490
H 1.951 -0.548 -4.483
H 2.403 1.013 -3.859
H 0.717 0.558 -3.913
H 2.671 -2.665 -3.142
H 3.204 -2.729 -1.482
H 4.040 -1.712 -2.634
H 1.090 2.980 -3.088
H 0.322 3.546 -1.634
H 0.105 1.876 -2.128
H 4.186 1.077 -2.442
H 4.878 2.127 -1.236
H 4.221 2.810 -2.696
H 1.841 4.244 0.439
H 2.599 4.698 -1.069
H 3.571 4.118 0.256
H 5.250 0.111 0.065
H 4.860 -1.483 -0.525
H 5.363 -1.268 1.129
H 4.038 0.642 2.896
H 3.599 -0.997 3.257
H 2.380 0.253 3.282
H 2.237 -2.917 0.336
H 0.934 -2.048 1.139
H 2.283 -2.687 2.060
N -1.524 0.713 0.951
C -2.469 1.008 1.589
C -3.338 1.459 2.576
C -3.490 0.685 3.741
C -4.251 1.163 4.784
C -4.879 2.396 4.684
C -4.740 3.158 3.531
C -3.982 2.699 2.474
H -2.987 -0.267 3.810
H -4.346 0.575 5.684
H -5.478 2.764 5.500
H -5.214 4.123 3.454
H -3.869 3.294 1.582
C -3.559 -0.529 -1.337
As -2.558 -1.791 -0.210
C -3.872 -1.856 1.248
C -3.118 -3.557 -1.062
C -4.586 -3.711 -1.246
C -5.355 -4.380 -0.298
C -6.719 -4.540 -0.468
C -7.346 -4.022 -1.587
C -6.593 -3.361 -2.541
C -5.228 -3.207 -2.374
H -4.591 -0.859 -1.442
H -3.118 -0.433 -2.330
H -3.554 0.454 -0.867
H -4.821 -2.239 0.871
H -4.041 -0.860 1.646
H -3.536 -2.509 2.054
H -2.743 -4.342 -0.397
H -2.615 -3.660 -2.026
H -4.866 -4.807 0.567
H -7.294 -5.072 0.276
H -8.412 -4.132 -1.718
H -7.067 -2.964 -3.425
H -4.651 -2.721 -3.150
C -0.670 3.486 1.585
Si 0.465 1.968 2.055
C -0.143 0.992 3.630
C 1.956 2.941 2.804
C 3.282 2.924 2.393
C 4.240 3.706 3.018
C 3.893 4.525 4.078
C 2.577 4.557 4.504
C 1.629 3.771 3.877
H -1.404 3.651 2.369
H -1.207 3.348 0.651
H -0.090 4.402 1.498
H -1.001 1.478 4.081
H 0.624 0.958 4.397
H -0.424 -0.032 3.397
H 3.572 2.304 1.561
H 5.263 3.683 2.670
H 4.641 5.131 4.566
H 2.284 5.201 5.317
H 0.605 3.804 4.216
*
```

- orbital gap (alpha / beta) (eV) = 7.17 / 6.30
- relative energy (zero: lowest compared OMol25 entry of this formula, charge and spin) (kJ/mol) = 387.9
- HOMO (alpha / beta) (eV) = -10.82 / -9.81
- molecular weight (g/mol) = 734.09


# C34H56Br2N3O3

A cluster of 2 separate species, C34H56Br2N3O3 in total at a distorted geometry (ωB97M-V with the def2-TZVPD basis set, the OMol25 dataset).

The geometry in ORCA input format:
```
! RIJCOSX wB97M-V def2-TZVPD def2/J DEFGRID3
* xyz 1 1
C -3.765 2.402 2.873
C -3.572 1.069 2.455
C -3.182 -0.401 1.756
O -3.103 -1.307 2.952
N -4.394 -0.873 1.002
C -4.124 -2.315 0.656
N -5.260 -2.717 -0.309
C -2.614 -2.650 0.125
C -2.701 -3.871 -0.927
Br -2.190 -5.738 -0.261
C -3.107 -3.870 -2.358
C -3.116 -5.253 -3.296
Br -3.711 -2.186 -3.222
N -1.728 -1.467 -0.204
C -0.305 -1.796 -0.584
C -0.016 -2.302 -2.114
C -0.356 -1.148 -3.276
C -0.424 -1.947 -4.712
C -1.783 -0.344 0.866
C -1.630 1.156 0.143
C -2.889 1.611 -0.790
C -2.543 3.009 -1.640
C -0.580 -0.408 1.982
C 0.719 0.550 1.762
C 2.049 -0.107 2.535
C 3.344 -0.116 1.488
C 4.291 -1.478 1.666
C 5.008 -1.893 0.237
C 5.883 -0.673 -0.443
C 5.075 0.174 -1.600
C 6.103 1.021 -2.602
C 5.973 0.324 -4.101
C 4.493 0.639 -4.762
C 3.751 -0.805 -5.012
H -4.188 3.513 2.966
H -3.982 -1.286 3.443
H -4.656 -0.282 0.191
H -4.331 -3.075 1.558
H -5.527 -1.925 -0.930
H -6.128 -2.896 0.276
H -2.063 -3.106 1.088
H -3.313 -4.919 -4.401
H -2.053 -5.772 -3.208
H -3.942 -6.002 -2.918
H -2.151 -1.023 -1.063
H 0.271 -0.748 -0.612
H 0.225 -2.494 0.225
H 1.177 -2.388 -2.177
H -0.397 -3.368 -2.388
H 0.607 -0.445 -3.339
H -1.303 -0.509 -3.021
H -1.434 -1.755 -5.297
H 0.533 -1.643 -5.355
H -0.316 -3.123 -4.552
H -1.469 2.026 0.929
H -0.669 1.210 -0.564
H -3.199 0.821 -1.622
H -3.885 1.854 -0.204
H -3.558 3.634 -1.704
H -2.241 2.720 -2.739
H -1.772 3.697 -1.092
H -0.921 -0.055 3.076
H -0.161 -1.511 2.172
H 1.060 0.777 0.683
H 0.552 1.596 2.311
H 2.385 0.528 3.458
H 1.879 -1.213 2.878
H 4.056 0.811 1.654
H 3.025 -0.107 0.357
H 3.538 -2.338 1.995
H 5.045 -1.299 2.541
H 4.157 -2.294 -0.480
H 5.704 -2.826 0.475
H 6.235 0.071 0.396
H 6.809 -1.198 -0.982
H 4.426 0.983 -1.055
H 4.418 -0.603 -2.202
H 7.198 1.048 -2.189
H 5.636 2.109 -2.713
H 6.118 -0.840 -3.924
H 6.793 0.782 -4.809
H 3.868 1.264 -3.983
H 4.576 1.235 -5.782
H 2.748 -0.591 -5.576
H 3.577 -1.440 -4.038
H 4.468 -1.432 -5.731
C -1.836 6.840 7.103
C -1.822 6.792 5.768
C -2.235 5.575 5.041
O -2.220 5.529 3.818
C -2.667 4.416 5.846
C -2.682 4.465 7.182
C -2.268 5.681 7.909
O -2.284 5.727 9.131
H -1.536 7.724 7.652
H -1.508 7.634 5.162
H -2.968 3.532 5.297
H -2.996 3.622 7.787
*
```

- orbital gap (eV) = 8.59
- HOMO (eV) = -11.80
- molecular weight (g/mol) = 714.65


# C34H56BrN9PS3Tc

A structure of composition C34H56BrN9PS3Tc (ωB97M-V with the def2-TZVPD basis set, the OMol25 dataset).

The geometry in ORCA input format:
```
! RIJCOSX wB97M-V def2-TZVPD def2/J DEFGRID3
* xyz 1 4
Tc -0.762 0.502 0.455
S 0.269 0.289 -1.664
C 1.443 1.424 -1.065
S 0.891 2.215 0.400
C 2.663 1.596 -1.621
C 3.620 2.487 -1.019
N 4.381 3.185 -0.514
C 3.036 0.846 -2.794
N 3.331 0.223 -3.715
C 6.839 -3.388 -1.919
C 5.717 -4.241 -1.332
C 4.901 -3.529 -0.259
C 4.190 -2.268 -0.736
N 3.372 -2.477 -1.924
C 2.074 -2.833 -1.934
S 1.143 -2.965 -0.531
N 1.543 -3.010 -3.156
C 0.144 -3.327 -3.416
C -0.236 -4.789 -3.202
C 0.282 -5.766 -4.258
C 1.794 -5.991 -4.250
H 7.423 -3.945 -2.652
H 7.524 -3.051 -1.137
H 6.460 -2.494 -2.423
H 6.140 -5.149 -0.898
H 5.049 -4.579 -2.131
H 5.561 -3.239 0.565
H 4.153 -4.209 0.155
H 4.902 -1.478 -0.981
H 3.534 -1.891 0.047
H 3.821 -2.311 -2.811
H 2.156 -2.922 -3.950
H -0.051 -3.032 -4.450
H -0.463 -2.689 -2.771
H -1.332 -4.839 -3.182
H 0.108 -5.089 -2.208
H -0.037 -5.430 -5.251
H -0.212 -6.727 -4.097
H 2.348 -5.125 -4.616
H 2.067 -6.832 -4.889
H 2.154 -6.207 -3.241
N 1.669 0.225 5.314
C 0.508 0.087 4.639
C 0.434 0.402 3.265
N -0.707 0.263 2.609
C -1.786 -0.199 3.264
C -1.683 -0.505 4.604
N -0.555 -0.368 5.296
H 2.476 0.650 4.895
H 1.670 0.055 6.304
H 1.288 0.776 2.714
H -2.704 -0.294 2.707
H -2.549 -0.872 5.142
Br -3.838 -5.360 -1.059
C -3.016 -3.751 -0.604
C -2.247 -3.664 0.540
C -1.642 -2.458 0.829
N -1.797 -1.369 0.067
C -2.535 -1.473 -1.048
C -3.159 -2.641 -1.423
H -2.080 -4.520 1.178
H -0.988 -2.369 1.688
H -2.599 -0.586 -1.665
H -3.733 -2.684 -2.338
C -5.203 0.580 1.148
C -4.900 2.068 1.421
C -4.552 2.191 2.916
C -6.175 2.891 1.181
P -3.412 2.610 0.411
N -2.323 1.453 0.595
C -2.687 4.209 1.074
C -1.872 3.919 2.349
C -1.680 4.757 0.044
C -3.716 5.309 1.376
C -3.864 2.786 -1.395
C -4.667 4.054 -1.725
C -4.701 1.563 -1.817
C -2.583 2.755 -2.250
H -5.749 0.180 2.005
H -4.297 -0.012 1.018
H -5.830 0.438 0.271
H -5.346 1.700 3.483
H -4.508 3.222 3.255
H -3.610 1.708 3.167
H -6.937 2.539 1.882
H -6.581 2.765 0.182
H -6.037 3.954 1.364
H -1.210 3.063 2.224
H -2.490 3.755 3.227
H -1.249 4.794 2.546
H -0.960 4.006 -0.281
H -1.117 5.558 0.530
H -2.162 5.188 -0.827
H -4.383 5.055 2.196
H -4.317 5.579 0.512
H -3.168 6.206 1.679
H -5.558 4.173 -1.114
H -4.999 3.982 -2.764
H -4.073 4.960 -1.645
H -5.727 1.609 -1.463
H -4.270 0.620 -1.482
H -4.736 1.544 -2.909
H -2.041 3.695 -2.237
H -2.876 2.563 -3.285
H -1.892 1.966 -1.950
*
```

- orbital gap (alpha / beta) (eV) = 6.97 / 6.06
- relative energy (zero: lowest compared OMol25 entry of this formula, charge and spin) (kJ/mol) = 129.0
- HOMO (alpha / beta) (eV) = -10.16 / -10.25
- molecular weight (g/mol) = 895.96


| no. | total energy (Ha) |
| --- | --- |
| 1 | -2290.0001 |
| 2 | -5897.1736 |
| 3 | -6866.2481 |
| 4 | -6012.5441 |